## i
Here is the molecule C20H22N4O3S from OMol25. Energies are from wB97M-V/def2-TZVPD.

```
50
Properties=species:S:1:pos:R:3:lowdin_charge:R:1
S 0.65 -3.82 0.27 1.02
O 1.17 3.30 0.75 -0.09
O 0.36 -1.31 -1.72 -0.21
O 3.89 -2.57 0.12 0.06
N -1.46 -2.09 0.15 0.01
N -0.19 -1.84 1.93 0.00
N 2.44 -1.20 1.23 0.13
N -1.18 -0.93 1.99 0.10
C -1.00 -1.26 -2.07 -0.19
C -5.35 1.31 0.17 -0.08
C -3.06 1.12 0.86 -0.02
C 2.14 2.38 0.50 -0.28
C -1.93 -1.06 0.94 -0.26
C 4.23 1.60 -0.37 -0.07
C 1.39 4.63 0.35 -0.09
C -1.72 -2.33 -1.24 -0.11
C 3.33 2.63 -0.17 -0.04
C -3.12 -0.26 0.66 -0.17
C -4.31 -0.85 0.24 -0.04
C -5.42 -0.06 0.00 -0.08
C 2.93 -2.40 0.83 -0.54
C -4.18 1.89 0.61 -0.07
C 1.15 -0.34 -2.37 -0.08
C 1.88 1.09 0.97 0.05
C 2.10 -3.57 1.36 -0.34
C 2.79 0.06 0.75 -0.22
C -0.35 -2.52 0.82 -0.62
C 3.98 0.32 0.08 -0.03
H 1.73 -3.41 2.37 0.08
H -6.34 -0.53 -0.32 0.10
H -1.34 -3.32 -1.49 0.11
H -2.80 -2.28 -1.44 0.12
H 2.67 -4.49 1.28 0.09
H 1.58 -1.23 1.78 0.09
H 4.68 -0.48 -0.09 0.10
H 2.28 5.05 0.83 0.10
H -4.37 -1.92 0.14 0.11
H 5.15 1.80 -0.90 0.11
H 2.17 -0.50 -2.04 0.09
H -4.13 2.96 0.76 0.10
H -1.13 -1.47 -3.14 0.13
H 0.95 0.91 1.50 0.12
H 0.83 0.68 -2.10 0.09
H -6.22 1.92 -0.02 0.10
H 0.52 5.19 0.67 0.09
H 3.56 3.62 -0.54 0.10
H -2.14 1.56 1.20 0.11
H 1.50 4.72 -0.74 0.09
H -1.42 -0.27 -1.85 0.13
H 1.09 -0.45 -3.46 0.09
```

- Molar mass: 398.5 g mol⁻¹
- LUMO level: 0.6 eV
- Orbital gap: 8.81 eV
- Highest occupied orbital energy: -8.24 eV
- SMILES string: COCCn1c(SCC(=O)Nc2cccc(OC)c2)nnc1-c1ccccc1



## ii
Here is the molecule C20H22N4O3S from OMol25. Energies are from wB97M-V/def2-TZVPD.

```
50
Properties=species:S:1:pos:R:3:lowdin_charge:R:1
S 1.33 2.87 0.76 1.00
O 0.12 -1.47 0.70 -0.11
O -5.25 -0.49 -0.14 -0.08
O -2.16 2.73 1.47 0.08
N 2.11 0.67 2.17 0.01
N -0.94 0.80 1.49 0.15
N 2.92 0.73 0.13 0.00
N 2.89 -0.41 2.00 0.07
C 2.08 0.16 -2.05 -0.20
C -6.12 -1.43 -0.72 -0.09
C -3.37 -2.03 -0.39 -0.03
C 0.29 -1.52 -3.35 -0.08
C -1.22 -1.34 0.45 -0.23
C -3.14 0.12 0.65 0.08
C 3.37 -0.38 0.79 -0.37
C 2.13 1.35 1.05 -0.64
C -3.94 -0.83 0.02 -0.27
C -0.18 -0.49 -2.55 -0.07
C 3.04 1.03 -1.28 -0.09
C 0.72 -2.73 0.46 -0.07
C 0.14 2.83 2.14 -0.33
C -2.02 -2.27 -0.17 -0.03
C 1.65 -1.71 -3.50 -0.08
C -1.80 -0.12 0.87 -0.14
C 0.71 0.35 -1.91 -0.03
C -1.13 2.12 1.68 -0.54
C 4.29 -1.39 0.21 -0.01
C 2.54 -0.87 -2.86 -0.06
H 5.19 -0.90 -0.16 0.09
H -7.10 -0.96 -0.71 0.09
H -3.96 -2.79 -0.88 0.10
H 3.61 -1.01 -2.99 0.11
H 3.81 -1.91 -0.62 0.07
H -1.60 -3.21 -0.51 0.11
H -5.84 -1.66 -1.75 0.09
H -0.03 0.40 1.73 0.11
H 2.79 2.09 -1.41 0.11
H 2.02 -2.51 -4.13 0.10
H 4.56 -2.10 0.98 0.09
H 0.16 -3.53 0.95 0.10
H 0.63 2.32 2.97 0.08
H 0.78 -2.93 -0.62 0.09
H -6.16 -2.36 -0.14 0.09
H 0.34 1.15 -1.30 0.09
H -1.24 -0.34 -2.43 0.11
H -3.58 1.05 0.96 0.12
H -0.08 3.87 2.39 0.09
H 4.07 0.86 -1.59 0.13
H 1.71 -2.66 0.89 0.08
H -0.41 -2.18 -3.84 0.10
```

- Molar mass: 398.5 g mol⁻¹
- LUMO level: 0.6 eV
- Orbital gap: 8.36 eV
- Highest occupied orbital energy: -7.81 eV
- SMILES string: COc1ccc(OC)c(NC(=O)CSc2nnc(C)n2Cc2ccccc2)c1



Relative energies, hartree: i 0.0101; ii 0.0000.